# 1
86
Properties=species:S:1:pos:R:3:forces:R:3:mulliken_spin:R:1 method="wB97M-V/def2-TZVPD" spin_multiplicity=3 s2=2.00 total_charge=+3 gap_ha="0.344 / 0.277"
Pd -0.51563 -0.87525 -2.77490 0.4468 -0.0260 -0.2102 1.60
S 0.15210 0.24030 -0.32455 0.2350 -0.5016 -0.1199 0.04
O 1.19722 -0.16838 0.62101 -0.3470 0.4054 0.2746 0.01
O -0.62130 1.41160 0.11810 0.4011 0.1031 0.6544 0.00
O 0.74831 0.48627 -1.66696 1.3574 1.1216 -0.6428 0.13
O -0.76128 -0.87157 -0.65033 -0.9354 -1.2805 0.8302 0.14
C 1.38666 2.73281 4.44911 -0.2710 -0.4787 -0.5553 0.00
C 1.95394 1.84413 3.37808 1.0684 0.5019 0.9858 0.00
O 2.87413 2.09822 2.67667 -0.3262 -0.1402 -0.4553 0.00
N 1.45515 0.41728 3.31135 0.0258 0.0816 -0.6135 0.00
H 0.53339 0.28099 3.72418 0.1625 0.0893 0.3542 0.00
H 1.35963 0.16976 2.28577 -0.0020 0.1303 0.0654 0.00
C 2.50537 -0.47702 3.91405 0.0227 -0.1658 -0.1874 0.00
H 0.37032 2.95583 4.10748 -0.0430 0.3250 0.4347 0.00
H 2.00490 3.62024 4.53738 -0.1240 0.1245 -0.2436 0.00
H 1.35844 2.25992 5.43190 -0.1662 -0.2453 -0.1149 0.00
H 2.90089 -0.06351 4.83847 -0.3872 -0.0618 0.1868 0.00
H 3.33921 -0.51993 3.21986 -0.1195 -0.0603 -0.1495 0.00
H 2.04195 -1.45131 4.03369 0.2490 -0.0580 0.2247 0.00
C -1.60400 4.31713 -2.32130 1.0811 -0.4462 -0.2617 0.00
C -0.75017 4.58141 -1.11014 -1.0085 0.5401 -0.4496 0.00
O -0.99418 5.41508 -0.30922 0.3126 -0.0666 0.5004 0.00
N 0.49088 3.74163 -0.86610 0.6326 -0.6090 -0.0634 0.00
H 0.22228 2.74376 -0.69540 -0.4756 0.4621 0.0363 0.00
H 1.05297 3.69569 -1.72046 -0.0479 0.2487 -0.0080 0.00
C 1.32575 4.20494 0.31118 -0.1588 0.2266 -1.4113 0.00
H -1.80112 5.27861 -2.79051 -0.3704 0.0665 0.2477 0.00
H -2.50715 3.80498 -1.99059 -0.1419 0.1806 -0.0827 0.00
H -1.11691 3.70806 -3.08477 0.0050 -0.1866 0.1928 0.00
H 1.75282 5.16363 0.02795 -0.1210 0.1294 0.2523 0.00
H 2.14606 3.49749 0.39863 -0.1991 -0.1387 0.4882 0.00
H 0.63241 4.31981 1.13398 0.3252 -0.1350 0.2939 0.00
C -3.02956 -6.06583 2.06252 0.4462 -0.0502 0.2029 0.00
C -2.08957 -4.89820 2.09749 -1.2972 -0.6370 0.5250 0.00
O -2.15225 -3.96303 2.81359 0.5593 0.3876 -0.1547 0.00
N -0.94286 -4.95765 1.08699 -0.6830 1.0658 0.2559 0.00
H -0.06102 -5.09991 1.58449 -0.0482 -0.2315 -0.0102 0.00
H -1.10047 -5.72716 0.43361 0.2201 0.0001 -0.0276 0.00
C -0.83592 -3.62989 0.33785 0.9085 -0.7635 -0.4707 0.00
H -3.36400 -6.30879 1.05390 0.1294 -0.1175 -0.0209 0.00
H -3.88697 -5.89956 2.70825 0.0222 0.3176 -0.0561 0.00
H -2.48956 -6.90921 2.50999 -0.0165 -0.1743 -0.3235 0.00
H 0.04981 -3.83858 -0.25980 -0.2664 0.7287 -0.4416 0.00
H -0.65854 -2.77513 0.97655 -0.0079 -0.3525 0.4830 0.00
H -1.72180 -3.43207 -0.25645 -0.0513 -0.3319 -0.0522 0.00
C 5.19375 -0.73894 0.08482 -0.7615 -0.1353 -0.3091 0.00
C 4.79539 0.34682 -0.87656 0.7470 0.0473 0.8340 0.00
O 5.14968 1.47820 -0.84739 -0.3465 0.0942 -0.1512 0.00
N 3.92295 -0.11168 -1.99424 -0.1234 -0.3501 -0.0753 0.00
H 3.80419 -1.14761 -1.95982 0.2057 -0.1902 -0.5092 0.00
H 2.95525 0.21862 -1.87953 0.0716 0.2806 0.1087 0.00
C 4.45108 0.34049 -3.33812 -0.5752 0.9663 0.8219 0.00
H 4.28011 -1.15106 0.52813 -0.0244 0.0291 -0.0015 0.00
H 5.83933 -0.36801 0.87244 0.1603 0.0948 -0.1861 0.00
H 5.62874 -1.57301 -0.47006 0.2377 0.0593 0.0528 0.00
H 5.51311 0.13843 -3.41557 -0.1039 -0.5594 -0.1953 0.00
H 4.35586 1.42483 -3.29282 0.0016 -0.0204 -0.3278 0.00
H 3.79108 -0.06896 -4.09334 0.3735 -0.2283 -0.2217 0.00
C -5.11890 3.10442 2.18950 -0.0270 0.0487 -0.0161 0.00
C -4.20205 2.75909 1.05747 -0.4418 0.4671 0.0557 0.00
O -4.07780 3.32680 0.03667 0.4173 0.0818 -0.3121 0.00
N -3.35773 1.49043 1.24669 -0.5083 -0.5710 0.5207 0.00
H -2.42820 1.57227 0.80248 -0.1067 -0.0003 -0.3143 0.00
H -3.21563 1.29744 2.23778 0.0723 0.4461 0.0662 0.00
C -4.09785 0.25669 0.75434 0.4817 -0.2784 -0.2650 0.00
H -5.82875 2.29789 2.38109 0.1903 -0.1099 0.2384 0.00
H -5.70508 3.98574 1.93969 0.1154 -0.0186 -0.3053 0.00
H -4.54652 3.36838 3.08151 -0.0094 -0.3324 0.1046 0.00
H -3.92526 0.12443 -0.31020 -0.1123 0.1947 0.1411 0.00
H -5.15715 0.34220 0.97585 0.0079 0.1102 0.0475 0.00
H -3.66377 -0.58502 1.29004 -0.1407 -0.0478 -0.0087 0.00
C 1.96281 -4.74509 -2.80817 0.2683 0.9545 0.1734 0.00
F 1.50755 -4.69799 -1.52707 -0.1141 -0.1737 0.0905 0.00
F 3.05757 -5.46354 -2.80726 -0.0191 -0.2495 -0.2710 0.00
F 1.02154 -5.25143 -3.57067 -0.0537 -0.3266 -0.0041 0.00
S 2.31873 -3.00354 -3.36007 0.4683 0.0741 -0.6908 0.00
O 2.41327 -3.03105 -4.78314 -0.2682 -0.0177 0.3503 0.00
O 1.14311 -2.27133 -2.81878 -0.2422 0.0537 0.3130 0.04
O 3.54887 -2.63104 -2.66361 -0.6068 -0.2518 0.3141 0.00
P -3.22343 0.59258 -3.16737 -1.3448 -0.3983 -1.1006 -0.01
F -3.27985 1.84585 -4.14131 0.2819 -0.3337 0.3172 0.00
F -4.53821 -0.05551 -3.75411 0.3943 0.1262 0.0776 0.00
F -2.28294 -0.24037 -4.24158 0.1549 -0.0486 -0.2693 0.01
F -3.02479 -0.73520 -2.16670 -0.2280 0.3241 0.0553 0.01
F -1.79950 1.13377 -2.51829 0.3445 0.1896 0.1167 0.03
F -4.03086 1.36737 -2.03535 0.1674 0.0217 0.3723 0.00

=====

# 2
68
Properties=species:S:1:pos:R:3:forces:R:3:mulliken_spin:R:1 method="wB97M-V/def2-TZVPD" spin_multiplicity=4 s2=3.75 total_charge=+1 gap_ha="0.259 / 0.310"
Pt 2.58211 2.12065 -1.09265 0.0473 0.0835 -0.0193 3.18
C 0.59638 2.47236 3.66698 -0.1187 -1.6191 -0.2842 0.01
C 0.03775 1.41175 2.66769 -0.5388 -1.3739 -0.0807 -0.08
N -0.16130 -0.06155 3.16179 1.1659 -0.0404 2.9740 -0.02
C -1.12765 -0.06071 4.40072 0.1480 -0.9247 -1.3072 0.00
C -0.57520 -1.07757 1.98822 -0.1935 1.6121 0.2029 -0.01
C -1.74606 -0.50880 1.12345 1.0407 0.2447 0.0401 0.01
C 1.26005 -0.49123 3.76107 -1.0096 -1.0653 -0.7115 -0.01
C 1.40977 -2.05106 3.97040 1.4200 1.3182 0.2759 0.00
O 0.28221 -2.74576 4.41607 0.0904 0.8005 -0.7913 0.00
C 0.47840 -4.03989 4.92024 -0.7281 -1.1196 0.7490 0.00
H 0.55204 3.44040 3.16793 -0.0638 -0.0657 0.2058 0.01
H 1.62380 2.25180 3.95654 0.1448 0.1399 -0.4226 0.00
H 0.06666 2.45302 4.61941 -0.4087 0.3733 -0.2544 0.00
H 0.66200 1.21026 1.79716 0.1080 0.7694 -0.1909 0.06
H -0.98056 1.61315 2.33514 0.2032 0.6305 -0.0623 0.00
H -1.30613 -1.11050 4.63354 0.1443 0.1437 0.0897 0.00
H -2.08962 0.38365 4.14528 0.2493 0.2410 -0.2007 0.00
H -0.67682 0.43053 5.26300 0.0992 0.0503 -0.3965 0.00
H -0.82060 -2.07476 2.35360 0.0399 0.4269 0.7578 0.00
H 0.39351 -1.16483 1.49620 -0.3229 0.0953 -0.6181 0.00
H -1.40392 0.30132 0.47943 0.1679 -0.0569 0.2526 0.00
H -2.57676 -0.13338 1.72103 0.0366 -0.1771 0.1542 0.00
H -2.13789 -1.22828 0.40448 0.1517 -0.4322 0.4060 0.00
H 1.59786 0.09269 4.61724 -1.2283 0.0005 0.3948 0.00
H 2.02281 -0.18186 3.04652 -0.2513 -0.2688 -0.5727 0.02
H 2.22282 -2.16833 4.68685 0.0537 0.1644 0.4899 0.00
H 1.93675 -2.35350 3.06546 -0.8776 -1.0094 -0.5465 0.00
H -0.49686 -4.33451 5.30776 -0.0485 0.0129 -0.0491 0.00
H 1.14702 -4.13716 5.77557 0.3912 0.5907 -0.0354 0.00
H 0.75002 -4.82226 4.21158 0.2229 0.3869 -0.5378 0.00
F 0.67575 1.11945 -0.81429 -0.3730 -0.3851 -0.0945 -0.04
O -0.58636 -2.67809 -2.50320 1.3989 -0.7546 -0.5737 0.00
C -1.57953 -1.98269 -2.49983 -0.2022 -3.4857 1.0658 0.00
N -1.49859 -0.70237 -2.34778 -0.8553 4.0023 -0.0397 0.00
C -2.93384 -2.65114 -2.49189 -0.0116 0.2561 -0.4938 0.00
H -2.33204 -0.16618 -2.15294 0.1749 0.0009 -0.2908 0.00
H -0.65468 -0.17566 -2.52236 -0.0872 -0.5549 0.6200 -0.01
H -3.32908 -2.83456 -1.49277 0.0720 0.3773 0.1048 0.00
H -2.79799 -3.64044 -2.92884 -0.1200 0.2242 -0.1976 0.00
H -3.60686 -2.02348 -3.07598 -0.4256 -0.3506 0.0861 0.00
O 3.39516 0.39653 -2.26975 0.6773 -1.0869 -0.4032 -0.06
C 3.11279 -0.82724 -2.41014 -0.2076 2.3430 -0.5457 -0.01
N 2.18886 -1.34498 -1.62186 0.3083 -0.8176 0.2903 -0.01
C 3.55133 -1.55812 -3.64868 -0.5099 -1.1258 0.2696 0.01
H 1.83644 -2.28440 -1.73751 -0.1782 0.2187 0.0264 -0.01
H 1.84203 -0.71878 -0.90934 -0.4552 -0.0364 0.0131 -0.02
H 4.60223 -1.78909 -3.82286 0.0713 0.7068 0.3988 0.00
H 3.12878 -1.01677 -4.49514 0.2013 0.0387 -0.0046 0.00
H 3.07533 -2.53792 -3.60959 -0.1315 -0.0807 -0.2518 0.00
O 2.14346 2.76409 -3.23816 0.8751 0.0034 0.0640 -0.01
C 1.50216 2.18401 -4.10769 -1.0518 0.7064 -1.4888 -0.04
N 0.43847 1.45940 -3.81334 -0.9107 -1.7958 1.7814 0.02
C 1.71376 2.34804 -5.56618 1.2247 0.9363 -1.4217 0.01
H 0.50710 1.09297 -2.87467 -0.3792 0.4196 0.7130 0.00
H -0.20581 0.94904 -4.40032 0.6647 0.3534 -0.6228 0.00
H 2.78759 2.35171 -5.75322 0.0658 -0.1307 -0.0211 0.00
H 1.39343 3.30922 -5.96819 -0.0832 0.3735 0.5945 0.00
H 1.24461 1.66327 -6.27263 -0.0744 -0.5411 0.6648 0.00
O -3.87664 3.82263 -0.53193 0.2702 -0.6508 -0.5566 0.00
C -2.93189 3.10214 -0.87393 -2.7494 2.7140 -0.2189 0.00
N -2.01473 2.85894 0.05753 1.5309 -1.1787 0.6113 0.00
C -2.76591 2.74238 -2.33245 1.0014 -1.0634 0.9518 0.00
H -1.29988 2.15013 -0.02417 0.3173 0.4215 -0.2343 0.01
H -2.15950 3.34289 0.93214 -0.0646 -0.2369 -0.1388 0.00
H -3.27739 3.44540 -2.98993 0.1923 -0.1013 0.2944 0.00
H -3.12497 1.72597 -2.49394 -0.3868 0.0446 -0.1686 0.00
H -1.68617 2.66806 -2.46183 0.0758 0.3050 -0.6941 0.00

=====

# 3
66
Properties=species:S:1:pos:R:3:forces:R:3:mulliken_spin:R:1 method="wB97M-V/def2-TZVPD" spin_multiplicity=9 s2=20.01 total_charge=+2 gap_ha="0.256 / 0.237"
Fe -1.50920 -3.25167 0.39951 0.8548 1.6405 -0.8141 3.84
Fe 1.96820 -0.93390 1.76786 -1.1974 0.7608 -0.6895 3.85
C -0.45307 -1.03077 0.88829 0.1972 -0.1907 -1.7956 -0.03
O -1.64588 -1.19584 0.45042 -0.3026 -0.4693 0.6240 0.06
O 0.21562 0.02606 0.93465 -0.2410 -0.2019 1.0211 0.07
O 0.18196 -2.16914 1.09971 0.3968 -0.9885 0.6989 0.08
C -0.81662 -0.25078 4.64426 -0.3544 0.6889 -0.1619 0.00
C 0.64023 -0.59527 4.83732 -0.4634 -0.8364 0.2327 0.01
C 0.87341 -1.50616 6.02798 0.6576 0.7397 0.2325 0.00
O 1.06050 -1.35454 3.60976 0.8066 0.3186 -0.3009 0.03
H -1.19156 0.46217 5.38166 0.3283 -0.0491 0.1734 0.00
H -1.47319 -1.11867 4.73734 0.1991 -0.1479 -0.1362 0.00
H -0.98133 0.24068 3.68204 0.0208 -0.1535 -0.0406 0.00
H 1.30654 0.26085 4.88902 -0.0986 0.1265 -0.1874 0.00
H 1.94432 -1.64701 6.18412 -0.0461 -0.2787 -0.1030 0.00
H 0.36351 -2.46688 5.96045 -0.1040 0.0364 -0.0764 0.00
H 0.53684 -0.97990 6.92311 -0.2238 -0.1437 -0.0169 0.00
H 0.71616 -2.24935 3.71476 0.0319 -0.0726 -0.1213 0.00
C 5.00547 -0.86377 0.01054 -0.1971 0.2151 0.8115 -0.01
C 3.98898 0.02972 -0.64427 0.0117 0.6932 -0.1142 0.00
C 3.48488 -0.40576 -1.99336 -0.6079 -0.5340 -0.0726 0.00
O 2.83469 0.20749 0.25340 -0.2533 -0.8186 0.8473 0.03
H 5.97061 -0.66201 -0.44823 0.0588 -0.4447 -0.0999 0.00
H 4.75048 -1.92549 0.02485 0.0639 -0.0367 -0.4668 0.01
H 5.12003 -0.57487 1.06309 0.0780 0.1649 -0.0896 0.01
H 4.41928 1.03080 -0.71713 -0.0021 -0.0110 -0.0260 0.00
H 3.06565 -1.41720 -1.94074 0.3017 -0.0780 0.0588 0.00
H 4.27269 -0.39363 -2.74323 0.0245 0.0572 0.0138 0.00
H 2.64497 0.20823 -2.32589 0.2669 0.3215 -0.0498 0.00
H 2.25063 0.93170 -0.07302 0.0574 0.1341 0.0141 0.00
C 1.46346 4.57213 -1.24696 0.1390 0.1441 0.0136 0.00
C 0.43933 3.71292 -0.51305 0.9772 0.1596 0.6873 0.00
C -0.93725 3.76538 -1.12078 0.4069 -0.0218 -0.6875 0.00
O 0.97875 2.37011 -0.42010 0.2306 -0.6547 -0.2622 0.00
H 2.46456 4.14246 -1.20459 -0.1022 -0.2403 -0.0104 0.00
H 1.55954 5.52265 -0.72102 -0.1760 0.1420 -0.2595 0.00
H 1.20870 4.75789 -2.28955 -0.0187 -0.0388 -0.0101 0.00
H 0.45781 4.10402 0.51032 -0.4764 -0.1386 0.0427 0.00
H -0.90810 3.34255 -2.13074 0.1024 -0.0398 0.0718 0.00
H -1.16837 4.82244 -1.26219 -0.4375 -0.0777 0.2719 0.00
H -1.69972 3.21727 -0.57084 -0.0275 0.2739 0.2327 0.00
H 0.39597 1.80279 0.09567 -0.4377 0.2169 -0.0259 0.00
C -4.14856 1.61168 0.00969 -0.0139 -0.1200 -0.0732 0.00
C -4.23388 0.86933 -1.31326 0.4076 0.1552 -0.1445 0.00
C -3.26836 1.39015 -2.37205 0.0264 -0.0198 -0.0095 0.00
O -3.98266 -0.52286 -1.09829 -0.3284 -0.5056 -0.1578 0.00
H -4.40206 2.66868 -0.06712 -0.0573 -0.0210 -0.1297 0.00
H -3.12185 1.54589 0.38749 -0.0525 -0.0304 0.0877 0.00
H -4.82601 1.13906 0.72053 0.0528 0.0806 0.1013 0.00
H -5.23761 0.90922 -1.73679 -0.0911 0.0240 0.2291 0.00
H -2.23137 1.15988 -2.10183 -0.0583 -0.0460 0.0453 0.00
H -3.32572 2.47130 -2.50691 -0.1626 -0.0258 0.0101 0.00
H -3.50091 0.90850 -3.32216 0.1317 0.0350 -0.0448 0.00
H -3.17692 -0.63976 -0.58705 0.0050 0.5303 0.1197 0.01
C -1.76007 -2.24002 -2.95231 0.0197 -0.1197 -0.5831 0.00
C -0.81588 -3.39498 -2.70049 0.7303 0.6204 -0.8760 0.01
C 0.64243 -2.99591 -2.62158 -0.2257 1.3316 0.6916 -0.01
O -1.16751 -4.06698 -1.41468 -0.4632 -0.5002 0.5061 0.04
H -1.32151 -1.51745 -3.64464 0.3138 -0.0782 0.1501 0.00
H -2.01312 -1.68783 -2.05050 -0.1942 -0.0629 -0.0047 0.00
H -2.63311 -2.59296 -3.49997 -0.3478 0.0707 0.5409 0.00
H -0.93272 -4.12605 -3.50080 -0.1596 -0.3264 0.3405 0.00
H 0.71936 -2.15077 -1.91496 0.0485 -0.4466 0.3461 0.01
H 0.97362 -2.47402 -3.52039 -0.0835 -0.6582 -0.3911 0.00
H 1.30856 -3.80114 -2.32707 0.0575 -0.0427 -0.1599 0.00
H -1.34363 -5.00068 -1.58928 0.0008 -0.0109 -0.0238 0.01

=====

no.,molecular weight (g mol⁻¹)
1,867.029
2,596.602
3,472.178